Record 1
123
Properties=species:S:1:pos:R:3:forces:R:3 method="wB97M-V/def2-TZVPD" e_homo_ev=-17.15 gap_ev=6.457 charge=+4 total_energy_ha=-2067.20515 lumo_energy_ev=-10.694 e_above_lowest_kj_mol=129.10
C 11.822560 9.650730 7.231155 0.4 -0.1 0.5
C 10.971340 10.687830 8.034345 0.6 -1.7 1.1
C 11.345270 12.122190 7.711335 -1.5 0.1 -1.3
N 10.401630 13.208210 8.245535 1.2 0.1 0.9
C 9.014590 13.162900 7.466735 1.3 1.8 0.4
C 8.223950 14.520790 7.702205 0.3 -1.4 1.8
C 9.120680 15.672030 7.469175 2.5 1.1 -0.9
C 10.407120 15.786680 8.385185 -2.3 -0.5 -0.3
C 11.245590 14.566370 8.143145 -0.4 0.0 -0.5
C 10.144340 12.931980 9.753235 0.1 1.2 -1.3
H 11.572730 8.594430 7.330765 -0.9 0.2 0.4
H 12.794390 9.624310 7.724065 0.4 0.4 -0.6
H 11.906590 9.757340 6.149645 0.0 0.6 0.1
H 11.258120 10.504170 9.069775 0.5 0.1 0.3
H 9.943360 10.351180 8.168575 -0.5 0.7 -1.1
H 11.246110 12.271240 6.636135 0.5 0.0 -0.1
H 12.370930 12.334250 8.013245 -0.2 0.1 0.2
H 9.208150 13.190430 6.394415 0.5 -0.5 0.1
H 8.702380 12.175480 7.806785 -1.0 0.5 -0.3
H 7.424080 14.686120 6.980415 -0.4 -0.8 0.5
H 7.953130 14.566730 8.757025 -1.0 -0.2 -0.1
H 9.439970 15.442290 6.452625 0.8 0.5 -0.4
H 8.643170 16.642210 7.331915 -0.4 -0.2 0.5
H 10.939520 16.725630 8.233435 0.3 -0.3 -0.4
H 10.122250 15.833780 9.436245 -0.1 0.0 0.1
H 11.663250 14.643960 7.139335 -0.3 -0.6 -0.2
H 12.110570 14.625600 8.803765 -0.2 -1.0 0.5
H 9.495620 12.084200 9.973545 0.0 0.0 -0.6
H 9.661870 13.865890 10.041575 0.2 -0.3 0.8
H 11.123640 12.765250 10.201855 -0.2 0.3 0.1
C 7.824750 14.236640 16.308015 -0.5 0.6 0.8
C 8.529730 15.449320 15.664615 -0.2 -0.1 0.6
C 9.649400 15.977340 16.569465 1.2 1.3 -1.2
N 10.923960 16.459300 15.782895 -1.4 -0.3 -2.2
C 11.889100 17.124810 16.774515 -0.1 -0.5 -0.8
C 12.374660 16.112430 17.796455 -0.5 0.5 0.0
C 12.942180 14.868620 17.168245 0.0 -0.6 -0.8
C 12.081370 14.264180 16.006045 0.1 -0.2 0.3
C 11.489010 15.231850 15.005325 1.6 1.1 1.5
C 10.599300 17.483090 14.616445 0.4 -0.5 1.5
H 7.738160 14.364470 17.387025 0.3 0.3 0.2
H 8.301650 13.259520 16.231165 0.0 0.1 -0.7
H 6.765940 14.232110 16.049165 0.2 -0.5 -0.6
H 7.813760 16.260540 15.532695 -0.1 -0.1 0.0
H 8.864940 15.215070 14.654245 0.2 -0.1 0.1
H 9.991800 15.253380 17.308895 -0.1 0.2 -0.2
H 9.474130 16.953990 17.020615 -1.0 -0.4 0.6
H 11.446770 17.962360 17.313915 -0.8 -0.2 -0.3
H 12.624100 17.625950 16.144645 0.4 -0.5 0.1
H 11.528400 15.897500 18.448935 0.1 0.0 0.1
H 13.115030 16.609940 18.422895 0.0 -0.1 0.1
H 13.026410 14.072750 17.908245 0.2 0.1 0.1
H 13.955160 15.147490 16.878065 0.1 -0.4 -0.4
H 11.295840 13.664860 16.466335 -0.2 0.1 0.0
H 12.611080 13.533010 15.395395 0.4 0.0 0.3
H 10.799630 14.740450 14.318745 -0.4 0.5 0.4
H 12.276380 15.655770 14.382075 0.1 0.0 -0.1
H 10.023960 17.031030 13.808525 -0.1 -0.2 0.4
H 11.565150 17.770950 14.201265 0.0 -0.1 0.0
H 10.115960 18.364190 15.038515 -0.2 -0.2 0.0
C 12.164580 22.096790 14.348795 0.5 1.8 0.4
C 12.293540 21.390290 13.033995 -0.1 -1.7 0.7
C 12.342180 22.271600 11.828665 0.5 -1.1 -1.7
N 12.550690 21.451590 10.454605 0.6 0.8 -0.2
C 11.229980 20.534330 10.212615 2.0 0.6 -1.0
C 11.224830 19.907960 8.761575 1.2 1.7 0.4
C 11.377670 21.038990 7.740005 -1.1 0.9 -0.4
C 12.579540 21.965270 7.881035 1.5 -1.3 0.8
C 12.727940 22.554050 9.289595 -1.6 -0.8 0.7
C 13.845430 20.621750 10.496135 -0.9 -0.1 0.1
H 12.066310 21.464510 15.231215 -0.9 -0.1 -0.3
H 11.521350 22.974670 14.288065 -0.5 -0.3 0.6
H 13.156050 22.499420 14.556125 0.2 0.5 0.0
H 11.523790 20.633150 12.884595 -0.1 0.0 0.2
H 13.202870 20.872030 13.338335 0.4 -0.6 -1.5
H 13.173810 22.971960 11.906115 -0.1 0.2 -0.3
H 11.385980 22.761150 11.643955 0.2 0.3 0.3
H 10.486560 21.326880 10.297965 -0.5 -0.6 0.2
H 11.316060 19.825610 11.036255 -0.5 -0.1 -0.3
H 10.334630 19.334880 8.502335 0.0 0.0 0.6
H 12.111880 19.306730 8.562175 -0.1 -0.6 0.6
H 10.510410 21.699250 7.744855 -0.4 0.0 0.3
H 11.324840 20.633630 6.729565 0.4 -0.1 0.0
H 12.568430 22.746210 7.120715 -0.1 0.1 0.3
H 13.488560 21.387700 7.713125 0.2 -0.1 -0.4
H 11.886110 23.243780 9.350485 -0.1 0.1 0.8
H 13.638450 23.085500 9.566405 0.1 -0.2 -0.4
H 14.756830 21.209600 10.387195 -0.4 0.5 -0.4
H 13.768910 19.887010 9.694635 0.2 0.1 0.1
H 13.968710 20.090780 11.440055 -0.7 -0.1 -0.1
C 19.220020 24.905780 10.589645 -0.2 0.3 0.5
N 18.532530 23.670220 11.175855 1.5 1.7 -1.6
C 19.147440 22.533130 11.021165 -1.2 -3.6 0.9
C 18.518880 21.355210 11.583645 1.2 0.4 -0.7
C 17.358800 21.412040 12.317155 -1.9 1.6 -0.8
C 16.689820 22.683310 12.306805 1.2 -1.0 0.4
C 17.321980 23.749780 11.724335 -0.7 0.9 1.4
C 16.650600 20.256120 12.958475 1.2 -1.4 0.3
C 16.324930 20.336990 14.319355 0.0 -1.0 0.7
C 15.768830 19.250230 15.025385 1.5 0.3 -2.2
N 15.732090 18.031810 14.385675 -0.9 1.2 0.7
C 16.064650 17.898910 13.105225 0.5 1.2 -1.4
C 16.514670 18.989590 12.338595 -1.0 0.7 1.0
C 15.020910 16.906520 15.026835 0.6 0.7 0.8
H 19.073630 24.983820 9.512345 -0.4 -0.2 0.2
H 20.297820 24.905440 10.752205 -0.1 -0.6 0.3
H 18.852170 25.783290 11.121415 -0.2 -0.1 -0.2
H 20.052060 22.451890 10.436825 0.1 0.2 0.1
H 18.952040 20.378370 11.426935 0.5 0.1 0.0
H 15.774370 22.818290 12.863705 -0.1 0.2 -0.2
H 16.977080 24.763050 11.868335 -0.4 0.0 -0.3
H 16.692870 21.155990 14.919565 -0.5 0.5 0.0
H 15.493240 19.377000 16.061915 -0.1 -0.5 0.0
H 15.921440 16.944590 12.620295 -0.1 -0.2 0.3
H 16.549040 18.888880 11.263855 0.5 -0.2 0.0
H 14.025570 16.901890 14.582565 0.3 -0.6 0.0
H 14.989270 17.185390 16.080075 -0.3 -0.3 0.0
H 15.636100 16.010110 14.948755 -0.5 -0.1 -0.4
O 14.012870 15.790710 12.201595 1.2 0.1 0.2
C 12.999800 16.485300 11.640095 -1.7 4.0 1.4
O 12.094400 15.757550 11.247815 -1.4 -1.3 -1.5
O 12.926750 17.721610 11.824055 1.1 0.7 -0.3
H 13.391010 15.082360 12.019575 0.9 -3.2 0.5



Record 2
18
Properties=species:S:1:pos:R:3:forces:R:3 method="wB97M-V/def2-TZVPD" e_homo_ev="-8.57 / -9.99" gap_ev="9.661 / 9.168" spin_multiplicity=2 total_energy_ha=-252.38245 lumo_energy_ev="1.090 / -0.826" e_above_lowest_kj_mol=8.69
C 4.360273 -0.574376 -0.219736 -0.3 -0.1 0.7
C 0.009859 0.259024 0.333245 0.2 -0.4 0.4
N 1.228213 0.497360 -0.104309 -0.8 -0.4 -0.7
C -3.260012 -0.545020 -0.196510 -0.3 -0.6 -0.2
C -2.493797 0.537698 0.565760 -0.5 -0.5 0.2
C -1.190471 0.835523 -0.062042 0.2 1.0 -0.2
H 3.375710 -1.026141 -0.317374 0.0 0.0 -0.1
H 5.119135 -1.352780 -0.279963 0.1 0.2 -0.4
H 4.409343 -0.146801 0.785652 0.0 0.0 -0.1
H 4.449458 0.239698 -0.932170 0.3 -0.2 -0.2
H -3.358522 -0.297665 -1.254846 0.0 0.0 0.0
H -0.083512 -0.464465 1.144679 0.2 0.1 0.2
H -2.782684 -1.528230 -0.137270 0.2 0.2 0.0
H -4.265940 -0.693455 0.205661 0.0 0.2 0.0
H -2.344487 0.189998 1.587233 0.0 0.0 0.1
H -3.142372 1.414485 0.618883 0.2 0.1 0.0
H 1.113966 0.943884 -1.026508 0.3 0.5 0.4
H -1.144167 1.711258 -0.710384 0.0 -0.3 -0.3



Record 3
14
Properties=species:S:1:pos:R:3:forces:R:3 method="wB97M-V/def2-TZVPD" e_homo_ev=-8.55 gap_ev=8.601 total_energy_ha=-775.98885 lumo_energy_ev=0.048 e_above_lowest_kj_mol=397.26
C -0.373840 1.842249 -0.249503 0.5 0.1 0.3
O 0.770084 1.031681 0.055903 0.9 0.5 0.9
C 0.697090 -0.294486 0.083274 -0.8 2.0 -0.6
N -0.353844 -1.001860 -0.002320 -2.4 -1.0 0.6
C -1.601028 -0.650168 0.485050 0.1 0.2 -0.3
S -3.042308 -1.076003 -0.188166 0.9 0.1 0.5
N 1.872558 -0.865489 0.040726 3.4 -1.3 -0.6
O 1.841564 -2.278403 -0.175730 -0.3 1.4 0.3
H -0.933602 2.128699 0.655665 0.4 -0.1 -0.3
H -1.000468 1.219661 -0.865530 -0.4 0.5 -0.6
H 0.097249 2.719421 -0.728498 -0.8 -0.4 0.1
H -1.584471 0.000725 1.397128 -0.1 -0.6 -0.6
H 2.758838 -0.399472 -0.310971 -2.0 -0.9 0.6
H 0.852176 -2.376559 -0.197023 0.4 -0.4 -0.2



Record 4
76
Properties=species:S:1:pos:R:3:forces:R:3 method="wB97M-V/def2-TZVPD" e_homo_ev="-9.61 / -9.61" gap_ev="5.425 / 1.500" charge=+1 spin_multiplicity=2 total_energy_ha=-1474.37430 lumo_energy_ev="-4.186 / -8.110" e_above_lowest_kj_mol=140.66
C 0.716556 -0.163298 2.901906 0.9 1.3 0.1
C -0.581072 -0.658623 2.294663 -0.1 -0.5 -0.8
C -0.754427 -0.405726 0.751869 0.1 0.5 0.6
C -0.798166 1.012676 0.387642 0.2 2.1 -0.4
N -0.884911 2.140846 0.104437 0.3 -2.1 0.7
H 0.926619 -0.457094 3.930327 -0.5 -0.5 0.0
H 0.732134 0.924883 2.962789 -0.4 0.3 0.0
H 1.650071 -0.313762 2.359683 -0.1 -0.8 -0.5
H -1.378929 -0.216611 2.891447 -0.2 -0.2 -0.3
H -0.642209 -1.745126 2.356862 -0.1 0.0 0.4
H -1.670858 -0.780332 0.295880 -0.2 -0.5 0.6
H 0.045251 -0.919915 0.218745 0.2 0.2 -0.1
C 2.268910 -2.742480 -1.400968 -1.5 0.5 -0.4
C 2.757146 -4.143933 -1.225509 1.8 0.2 0.2
C 1.920694 -5.024040 -0.270724 2.2 -0.4 -0.2
C 0.533083 -5.140300 -0.524714 -5.3 0.2 -1.0
N -0.630803 -5.192497 -0.719765 3.7 0.2 0.6
H 2.977952 -1.967575 -1.692315 0.4 -0.4 0.0
H 1.767986 -2.401395 -0.494970 -0.1 0.1 0.1
H 1.516853 -2.760121 -2.189753 -0.2 0.3 0.0
H 3.765181 -4.052585 -0.821011 0.1 -0.3 0.8
H 3.060914 -4.551908 -2.189552 -1.0 -0.6 -0.2
H 2.102730 -4.708856 0.756716 -0.3 0.3 0.1
H 2.325394 -6.035976 -0.288069 0.1 -0.1 -0.1
C -0.349430 3.306033 -3.165623 -0.5 0.8 -0.6
C -1.263348 4.281600 -3.946064 0.9 0.7 0.8
C -1.062209 4.222437 -5.439832 0.3 0.3 -0.3
C 0.307126 4.593606 -5.856074 0.2 -0.2 0.2
N 1.383458 4.905433 -6.121580 -0.4 -0.1 0.1
H -0.270691 2.400689 -3.767495 -0.1 -0.4 0.6
H -0.696009 3.188075 -2.138943 -0.1 -0.5 -0.2
H 0.651154 3.733700 -3.101982 0.1 0.0 -0.1
H -0.972517 5.292561 -3.660636 -0.2 0.2 0.2
H -2.333721 4.233407 -3.745873 0.1 -0.5 0.2
H -1.703961 4.995220 -5.863006 -0.3 -0.4 -0.4
H -1.295023 3.213330 -5.779825 -0.1 0.2 -0.5
N -2.314846 -2.136645 -3.861793 -0.7 0.3 -0.8
C -2.543407 -1.172851 -4.809123 -0.2 0.7 -0.9
C -1.721117 -0.069283 -4.601535 -0.9 -1.4 0.4
C -1.030026 -0.414601 -3.435122 1.6 -0.3 1.3
C -1.372555 -1.683586 -3.002512 0.3 0.8 0.1
H -2.916658 -2.940306 -3.751988 0.4 0.0 0.0
H -3.253986 -1.318212 -5.609344 -0.1 -0.2 0.2
H -1.635979 0.856266 -5.151553 -0.2 -0.3 -0.1
H -0.236326 0.144428 -2.961902 -0.1 0.2 0.0
H -0.967935 -2.285335 -2.202163 -0.2 0.0 0.0
N -5.080058 -4.264465 1.595246 0.2 1.1 -0.8
C -5.815897 -3.433019 0.811388 -3.5 -1.1 0.4
C -5.068850 -2.689104 0.010848 0.8 1.5 -1.4
C -3.737296 -2.952690 0.324860 1.2 -2.0 0.9
C -3.781522 -3.974913 1.279443 0.8 -0.1 0.4
H -5.448075 -4.944772 2.244748 0.3 0.3 -0.2
H -6.893829 -3.459518 0.750186 0.0 -0.3 0.4
H -5.424367 -2.072075 -0.801128 -0.1 0.2 0.3
H -2.836888 -2.647192 -0.187334 -0.1 0.1 0.1
H -3.048634 -4.581867 1.790226 0.4 0.4 -0.3
N 6.979446 0.389695 2.554698 -1.2 0.5 -0.9
C 6.349289 -0.281518 1.499674 2.6 -0.4 0.7
C 5.096643 -0.636888 1.892440 -2.9 1.1 0.9
C 4.782662 0.203253 2.978043 -1.6 -2.9 -1.1
C 5.953452 0.781592 3.387481 1.8 1.5 -0.3
H 7.898781 0.803986 2.497323 -0.1 0.1 0.1
H 6.807440 -0.545174 0.557881 0.5 0.2 0.2
H 4.422464 -1.288639 1.356614 0.0 0.1 0.0
H 3.815192 0.266415 3.453869 0.1 0.2 0.1
H 5.982153 1.628876 4.056567 0.7 -0.3 0.4
N 0.296529 4.889538 4.510557 0.9 0.4 -0.3
C -0.210381 5.434303 5.651771 0.1 0.3 -0.1
C -1.461422 4.887725 5.854290 1.4 0.9 0.8
C -1.684183 3.983537 4.810979 -0.2 -0.4 -0.6
C -0.574307 4.022714 3.964780 -1.4 -0.7 0.3
H 1.219823 5.036170 4.128302 -0.3 0.3 0.2
H 0.326053 6.252955 6.108313 -0.1 -0.2 0.3
H -2.012581 5.151540 6.744802 -0.5 -0.3 -0.3
H -2.608480 3.428769 4.745304 0.2 -0.2 -0.5
H -0.371253 3.568550 3.006181 -0.1 -0.1 0.1